[1]
C2H9N3S | ωB97M-V with the def2-TZVPD basis set

Multiplicity ... 1
LUMO energy ... 0.707 eV
Highest occupied orbital energy ... -8.864 eV
Net charge ... 0
Energy relative to the best compared isomer or geometry (same formula, charge and spin) ... 8.4 kcal/mol
Molar mass ... 107.2 g mol⁻¹

Geometry (Å):
C  0.54  -1.36  -0.23
C  -0.85  0.48  0.75
N  2.96  -0.10  0.11
N  -1.60  1.17  -0.26
N  0.37  -0.09  0.35
S  1.73  0.84  -0.07
H  -0.26  -2.07  0.18
H  0.53  -1.17  -1.30
H  1.51  -1.74  0.08
H  -1.59  -0.42  0.96
H  -0.51  1.12  1.70
H  -1.48  2.16  -0.54
H  3.71  0.23  0.66
H  -2.68  1.01  -0.08
H  1.63  0.71  -1.50



[2]
CH4FNO2 | ωB97M-V with the def2-TZVPD basis set

Multiplicity ... 1
LUMO energy ... 0.151 eV
Highest occupied orbital energy ... -10.495 eV
Net charge ... 0
Energy relative to the best compared isomer or geometry (same formula, charge and spin) ... 132.6 kcal/mol
Molar mass ... 81.0 g mol⁻¹

Geometry (Å):
C  0.20  0.31  -0.04
N  -1.13  -0.04  -0.50
O  0.19  0.54  1.39
O  1.14  -0.75  -0.13
F  -1.39  0.25  -1.77
H  0.69  1.22  -0.47
H  -0.82  -1.55  -0.67
H  -0.74  0.64  1.69
H  1.85  -0.63  0.50



[3]
C5H11NO3S | ωB97M-V with the def2-TZVPD basis set

Multiplicity ... 1
LUMO energy ... -1.364 eV
Highest occupied orbital energy ... -9.063 eV
Net charge ... 0
Energy relative to the best compared isomer or geometry (same formula, charge and spin) ... 171.9 kcal/mol
Molar mass ... 165.2 g mol⁻¹

Geometry (Å):
C  -0.07  -0.96  0.24
C  -0.96  0.32  0.51
C  -0.16  1.58  0.18
C  0.75  0.96  -1.00
C  0.45  -0.58  -1.12
H  -0.52  -2.93  -0.03
H  -0.99  -2.29  1.52
H  0.95  -1.00  0.82
H  -1.79  0.38  -0.21
H  -1.18  -0.90  2.21
H  -0.81  2.41  -0.11
H  0.02  1.86  2.12
H  1.75  0.91  -0.58
H  -0.39  1.96  -2.20
H  -0.30  -0.52  -2.01
H  2.38  -1.81  -0.04
N  -0.87  -2.07  0.51
O  -1.45  0.64  1.74
O  0.57  1.76  1.20
O  0.66  1.74  -2.10
S  1.94  -1.47  -1.64



[4]
C10H14S | ωB97M-V with the def2-TZVPD basis set

Multiplicity ... 1
LUMO energy ... 0.324 eV
Highest occupied orbital energy ... -7.322 eV
Net charge ... 0
Energy relative to the best compared isomer or geometry (same formula, charge and spin) ... 30.2 kcal/mol
Molar mass ... 166.3 g mol⁻¹

Geometry (Å):
C  0.48  -0.76  -1.08
C  -0.74  -0.96  -0.57
C  0.66  2.00  -1.16
C  0.03  2.22  0.16
C  -0.99  -0.10  0.65
C  0.26  0.81  0.72
C  1.20  0.29  -0.40
C  -1.77  -1.92  -1.06
C  -1.19  -0.93  1.91
C  2.69  0.26  -0.22
S  0.76  2.68  -2.58
H  0.88  -1.27  -1.94
H  0.59  2.98  0.71
H  -1.01  2.56  0.11
H  -1.89  0.51  0.48
H  0.70  0.80  1.72
H  -1.44  -2.95  -0.94
H  -1.96  -1.76  -2.12
H  -2.71  -1.79  -0.52
H  -2.05  -1.59  1.80
H  -1.37  -0.28  2.77
H  -0.31  -1.54  2.11
H  3.05  1.18  0.22
H  3.17  0.12  -1.19
H  2.97  -0.57  0.43



[5]
C10H15PS | ωB97M-V with the def2-TZVPD basis set

Multiplicity ... 1
LUMO energy ... -0.338 eV
Highest occupied orbital energy ... -7.803 eV
Net charge ... 0
Energy relative to the best compared isomer or geometry (same formula, charge and spin) ... 25.8 kcal/mol
SMILES ... CC1=CC[C@H](CCP=S)C=C1C
Molar mass ... 198.3 g mol⁻¹

Geometry (Å):
C  0.18  2.59  0.58
C  -0.19  1.17  0.60
C  0.41  0.20  1.37
C  -0.12  -1.17  1.53
C  -0.68  -1.72  0.20
C  0.32  -2.23  -0.87
C  1.76  -1.65  -0.70
P  2.00  0.27  -0.68
S  3.66  0.54  0.36
C  -1.48  -0.60  -0.44
C  -1.20  0.70  -0.29
C  -1.91  1.82  -1.06
H  0.94  2.84  -0.28
H  0.62  3.01  1.45
H  -0.71  3.17  0.42
H  1.24  0.62  2.09
H  0.74  -1.76  1.76
H  -0.89  -1.23  2.25
H  -1.30  -2.53  0.41
H  0.03  -2.11  -1.86
H  0.40  -3.26  -0.77
H  2.20  -2.03  0.19
H  2.34  -2.02  -1.53
H  -2.22  -0.81  -1.21
H  -1.64  2.71  -0.57
H  -2.95  1.66  -0.91
H  -1.55  1.85  -2.05



[6]
C74H189N11O24 | ωB97M-V with the def2-TZVPD basis set

Multiplicity ... 1
LUMO energy ... -0.008 eV
Highest occupied orbital energy ... -8.458 eV
Net charge ... 0
Molar mass ... 1617.4 g mol⁻¹

Geometry (Å):
C  0.25  2.90  -4.65
C  -1.20  2.52  -4.84
C  -1.65  1.62  -3.70
O  -1.97  3.71  -4.89
H  0.43  3.42  -3.71
H  0.53  3.61  -5.43
H  0.87  2.02  -4.80
H  -1.35  2.02  -5.80
H  -2.74  1.64  -3.77
H  -1.26  2.00  -2.75
H  -1.27  0.61  -3.87
H  -2.91  3.52  -4.89
C  -11.44  -0.35  -3.68
C  -10.90  -0.60  -2.22
C  -11.55  0.25  -1.11
O  -11.14  -1.97  -1.90
H  -12.49  -0.58  -3.86
H  -10.83  -0.96  -4.35
H  -11.24  0.65  -4.05
H  -9.82  -0.45  -2.27
H  -12.57  -0.05  -0.89
H  -11.53  1.33  -1.31
H  -11.01  0.13  -0.17
H  -10.75  -2.51  -2.59
C  0.48  8.57  -3.43
C  1.90  9.22  -3.29
C  3.04  8.63  -4.20
O  1.73  10.62  -3.64
H  -0.34  9.14  -2.99
H  0.42  7.59  -2.97
H  0.18  8.60  -4.48
H  2.25  9.24  -2.26
H  4.02  9.09  -4.07
H  2.89  8.78  -5.27
H  3.07  7.57  -3.96
H  2.57  11.08  -3.63
C  8.35  -1.90  -2.90
C  8.90  -3.16  -2.27
C  8.07  -4.38  -2.55
O  10.14  -3.34  -2.82
H  7.33  -1.79  -2.52
H  8.39  -1.90  -3.99
H  8.94  -1.03  -2.60
H  9.04  -3.00  -1.20
H  8.17  -4.57  -3.62
H  7.00  -4.34  -2.35
H  8.38  -5.25  -1.99
H  10.66  -2.60  -2.50
C  1.54  -7.20  4.79
C  0.70  -7.49  3.55
C  -0.46  -6.44  3.31
O  -1.57  -6.73  4.19
C  -2.62  -5.76  4.14
N  1.67  -7.64  2.46
H  0.85  -7.11  5.63
H  2.07  -6.26  4.68
H  2.23  -8.00  5.06
H  0.19  -8.44  3.62
H  -0.86  -6.48  2.29
H  -0.09  -5.43  3.44
H  -3.14  -5.88  3.20
H  -2.28  -4.75  4.41
H  -3.35  -6.08  4.89
H  2.14  -8.53  2.57
H  1.25  -7.67  1.54
C  11.94  4.09  2.32
C  11.26  2.72  2.64
C  9.83  2.59  2.16
O  9.20  1.51  2.80
C  7.91  1.28  2.28
N  12.09  1.69  2.07
H  11.44  4.93  2.81
H  11.86  4.42  1.28
H  13.01  4.03  2.50
H  11.26  2.65  3.73
H  9.79  2.55  1.07
H  9.27  3.48  2.44
H  7.24  2.13  2.46
H  7.48  0.39  2.75
H  7.92  1.03  1.22
H  11.62  0.80  2.20
H  12.95  1.56  2.58
C  -7.70  -4.84  12.02
O  -7.68  -5.64  10.89
C  -8.94  -6.31  10.58
C  -9.06  -6.54  9.11
N  -8.89  -5.22  8.42
C  -8.63  -5.26  7.01
C  -8.39  -3.90  6.35
O  -7.21  -3.38  6.79
C  -7.10  -2.01  6.47
H  -6.65  -4.73  12.28
H  -8.28  -5.31  12.82
H  -8.23  -3.90  11.91
H  -9.84  -5.82  10.97
H  -8.93  -7.31  11.02
H  -10.01  -6.99  8.82
H  -8.24  -7.23  8.89
H  -8.15  -4.81  8.96
H  -9.32  -5.84  6.40
H  -7.65  -5.72  6.91
H  -9.24  -3.25  6.53
H  -8.25  -4.07  5.29
H  -6.10  -1.60  6.54
H  -7.76  -1.41  7.10
H  -7.33  -1.85  5.42
C  2.82  2.35  -0.58
O  1.83  1.70  0.28
C  2.08  0.33  0.46
C  0.67  -0.28  0.57
N  0.06  0.10  1.83
C  -1.19  -0.65  2.07
C  -2.33  -0.44  1.05
O  -3.40  -1.28  1.35
C  -4.55  -1.19  0.50
H  2.47  3.38  -0.62
H  3.01  1.98  -1.59
H  3.76  2.44  -0.03
H  2.69  0.11  1.33
H  2.52  -0.10  -0.45
H  0.74  -1.37  0.50
H  0.08  0.03  -0.29
H  0.75  0.19  2.56
H  -1.46  -0.26  3.05
H  -0.90  -1.70  2.16
H  -1.88  -0.62  0.07
H  -2.75  0.57  1.08
H  -5.31  -1.87  0.89
H  -4.26  -1.25  -0.55
H  -5.00  -0.20  0.60
C  -13.80  8.73  -4.85
O  -12.56  8.04  -4.76
C  -12.41  7.46  -3.42
C  -11.12  6.72  -3.34
N  -10.87  6.13  -2.00
C  -10.34  7.05  -1.09
C  -9.76  6.31  0.11
O  -8.70  5.42  -0.26
C  -8.18  4.66  0.84
H  -14.63  8.04  -4.69
H  -13.87  9.16  -5.85
H  -13.91  9.57  -4.17
H  -13.25  6.82  -3.15
H  -12.33  8.18  -2.61
H  -10.33  7.37  -3.70
H  -11.21  5.90  -4.05
H  -10.28  5.31  -2.05
H  -11.15  7.74  -0.82
H  -9.58  7.70  -1.51
H  -10.59  5.68  0.42
H  -9.49  7.06  0.87
H  -7.62  3.84  0.38
H  -8.95  4.22  1.48
H  -7.43  5.05  1.53
C  5.26  -5.23  1.79
O  6.02  -5.26  3.00
C  7.21  -6.03  2.89
C  7.03  -7.37  2.14
N  6.31  -8.45  2.82
C  6.42  -9.67  2.05
C  5.51  -10.80  2.68
O  4.19  -10.48  2.78
C  3.33  -11.55  3.23
H  5.89  -5.02  0.94
H  4.46  -4.48  1.81
H  4.66  -6.14  1.72
H  7.61  -6.17  3.90
H  7.98  -5.45  2.38
H  8.03  -7.81  2.05
H  6.64  -7.24  1.13
H  5.34  -8.16  2.76
H  7.47  -9.97  2.04
H  6.03  -9.44  1.06
H  5.87  -11.04  3.68
H  5.60  -11.63  1.99
H  3.48  -11.61  4.31
H  3.46  -12.56  2.82
H  2.29  -11.25  3.09
C  6.24  2.67  -6.69
O  6.78  3.75  -6.00
C  7.78  4.55  -6.65
C  7.31  5.18  -8.01
N  8.35  6.02  -8.59
C  7.80  6.46  -9.91
C  8.89  7.19  -10.79
O  8.43  7.61  -12.07
C  8.51  6.49  -12.93
H  6.97  1.91  -6.98
H  5.83  3.03  -7.63
H  5.42  2.19  -6.15
H  8.65  3.90  -6.76
H  8.19  5.27  -5.93
H  6.45  5.80  -7.78
H  6.97  4.42  -8.71
H  9.18  5.46  -8.71
H  6.97  7.16  -9.83
H  7.38  5.63  -10.49
H  9.84  6.66  -10.84
H  9.16  8.15  -10.33
H  7.80  5.71  -12.65
H  9.51  6.06  -12.86
H  8.41  6.84  -13.96
C  4.51  13.92  4.36
O  5.29  13.06  5.15
C  6.70  13.03  4.83
C  7.07  11.55  4.60
N  6.74  11.20  3.23
C  7.29  9.89  2.72
C  6.62  9.70  1.36
O  5.20  9.63  1.43
C  4.68  8.40  1.89
H  4.96  14.91  4.30
H  3.50  14.08  4.72
H  4.61  13.56  3.33
H  7.20  13.47  5.70
H  6.95  13.68  3.99
H  6.46  10.93  5.25
H  8.13  11.41  4.81
H  5.74  11.20  3.16
H  6.93  9.05  3.32
H  8.37  9.87  2.58
H  7.03  8.78  0.95
H  6.90  10.44  0.62
H  3.67  8.20  1.54
H  4.66  8.49  2.98
H  5.36  7.60  1.62
C  -5.63  -3.21  -5.19
O  -6.52  -4.29  -5.23
C  -7.92  -3.98  -5.26
C  -8.84  -5.20  -5.12
N  -9.19  -5.49  -3.72
C  -7.98  -6.00  -2.97
C  -8.33  -6.22  -1.42
O  -7.18  -6.80  -0.78
C  -7.19  -7.05  0.66
H  -5.70  -2.55  -6.05
H  -4.63  -3.64  -5.23
H  -5.72  -2.59  -4.30
H  -8.05  -3.47  -6.22
H  -8.16  -3.30  -4.45
H  -8.47  -6.05  -5.69
H  -9.80  -4.96  -5.59
H  -9.90  -6.20  -3.62
H  -7.17  -5.27  -3.01
H  -7.62  -6.95  -3.38
H  -9.17  -6.91  -1.36
H  -8.64  -5.24  -1.06
H  -7.19  -6.15  1.26
H  -6.35  -7.64  1.04
H  -8.05  -7.70  0.81
C  -1.84  5.05  0.74
O  -1.61  5.60  2.02
C  -1.13  4.72  2.97
C  0.41  4.48  2.84
N  0.81  3.54  3.83
C  2.31  3.58  4.01
C  2.66  2.43  5.00
O  2.33  1.16  4.47
C  2.82  0.02  5.13
H  -2.64  4.31  0.65
H  -0.93  4.75  0.22
H  -2.11  5.97  0.23
H  -1.62  3.75  2.91
H  -1.31  5.12  3.97
H  0.93  5.41  3.08
H  0.77  4.20  1.85
H  0.69  2.64  3.39
H  2.55  4.57  4.40
H  2.84  3.54  3.06
H  2.08  2.60  5.91
H  3.72  2.54  5.23
H  2.49  -0.10  6.16
H  3.91  0.08  5.18
H  2.59  -0.88  4.55
C  0.44  -12.90  -1.33
O  0.69  -11.62  -1.93
C  2.01  -11.13  -1.68
C  2.17  -9.72  -2.39
N  1.21  -8.76  -1.79
C  1.13  -7.50  -2.53
C  0.24  -6.41  -1.92
O  -1.08  -6.95  -2.11
C  -2.16  -6.11  -1.77
H  0.36  -12.96  -0.24
H  1.16  -13.68  -1.58
H  -0.58  -13.02  -1.69
H  2.80  -11.79  -2.04
H  2.26  -11.08  -0.62
H  1.87  -9.96  -3.41
H  3.18  -9.32  -2.31
H  0.30  -9.21  -1.76
H  0.82  -7.61  -3.57
H  2.12  -7.04  -2.53
H  0.30  -5.43  -2.39
H  0.44  -6.25  -0.86
H  -3.10  -6.66  -1.89
H  -2.23  -5.19  -2.35
H  -2.02  -5.81  -0.73



[7]
C23H32NO4Ru | ωB97M-V with the def2-TZVPD basis set

Multiplicity ... 5
LUMO energy (alpha / beta) ... -4.225 / -6.286 eV
Highest occupied orbital energy (alpha / beta) ... -11.028 / -11.584 eV
Net charge ... +1
Energy relative to the best compared isomer or geometry (same formula, charge and spin) ... 0.0 kcal/mol
⟨S²⟩ ... 6.044
Molar mass ... 487.6 g mol⁻¹

Geometry (Å):
O  -1.06  -4.42  -0.22
C  0.18  -5.21  -0.47
C  -0.59  -6.50  -0.74
H  0.83  -5.22  0.40
H  0.73  -4.84  -1.33
C  -1.84  -5.63  -0.52
H  -0.47  -7.30  -0.02
H  -0.52  -6.89  -1.75
C  -2.67  -6.03  0.68
H  -2.02  -6.13  1.55
H  -3.19  -6.97  0.46
H  -3.44  -5.26  0.87
C  -2.72  -5.53  -1.77
H  -2.12  -5.28  -2.66
H  -3.52  -4.80  -1.65
H  -3.18  -6.52  -1.92
Ru  -0.16  3.23  -0.03
C  -0.09  4.08  -1.84
C  1.35  4.02  -1.91
C  1.74  2.66  -2.05
H  1.99  4.89  -2.00
C  0.59  1.86  -2.22
C  -0.57  2.69  -2.02
H  -1.60  2.44  -2.27
H  -0.71  4.96  -1.90
H  2.78  2.31  -2.07
H  0.55  0.82  -2.53
C  -1.54  4.39  1.35
C  -2.18  3.67  0.27
C  -2.06  2.27  0.55
H  -2.75  4.13  -0.54
C  -1.27  2.12  1.74
C  -1.00  3.43  2.25
H  -0.51  3.65  3.20
H  -1.56  5.47  1.49
H  -2.60  1.47  0.05
H  -0.95  1.17  2.17
O  0.10  -0.37  0.65
C  -0.77  -0.96  -0.36
C  0.01  -2.12  -0.98
H  -1.11  -0.25  -1.15
H  -1.64  -1.36  0.17
C  1.22  -2.30  -0.03
H  0.34  -1.90  -2.01
H  -0.66  -2.98  -0.99
C  1.44  -0.84  0.33
H  2.07  -2.77  -0.52
H  0.90  -2.88  0.86
H  1.82  -0.30  -0.56
H  2.11  -0.66  1.17
O  2.14  1.67  1.93
C  2.33  2.86  1.78
C  3.41  3.70  2.43
C  3.11  5.14  2.02
C  1.90  5.05  1.12
O  1.31  5.98  0.58
N  1.55  3.71  1.01
H  3.37  3.59  3.52
H  4.40  3.39  2.07
H  2.87  5.78  2.88
H  3.95  5.60  1.47



Repeat the fourth record exactly.
C10H14S | ωB97M-V with the def2-TZVPD basis set

Multiplicity ... 1
LUMO energy ... 0.324 eV
Highest occupied orbital energy ... -7.322 eV
Net charge ... 0
Energy relative to the best compared isomer or geometry (same formula, charge and spin) ... 30.2 kcal/mol
Molar mass ... 166.3 g mol⁻¹

Geometry (Å):
C  0.48  -0.76  -1.08
C  -0.74  -0.96  -0.57
C  0.66  2.00  -1.16
C  0.03  2.22  0.16
C  -0.99  -0.10  0.65
C  0.26  0.81  0.72
C  1.20  0.29  -0.40
C  -1.77  -1.92  -1.06
C  -1.19  -0.93  1.91
C  2.69  0.26  -0.22
S  0.76  2.68  -2.58
H  0.88  -1.27  -1.94
H  0.59  2.98  0.71
H  -1.01  2.56  0.11
H  -1.89  0.51  0.48
H  0.70  0.80  1.72
H  -1.44  -2.95  -0.94
H  -1.96  -1.76  -2.12
H  -2.71  -1.79  -0.52
H  -2.05  -1.59  1.80
H  -1.37  -0.28  2.77
H  -0.31  -1.54  2.11
H  3.05  1.18  0.22
H  3.17  0.12  -1.19
H  2.97  -0.57  0.43



net charge of number 7 (C23H32NO4Ru)? +1



Which formula does entry 2 have? CH4FNO2